160
Properties=species:S:1:pos:R:3:forces:R:3 method="wB97M-V/def2-TZVPD" molar_mass_g_mol=978.80 homo_energy_ev="-7.348 / -14.714" charge=+3 multiplicity=2 s2=0.750 e_above_lowest_kcal_mol=15.7 lumo_ev="-5.5 / -5.5"
C 18.403140 -5.793920 -26.907700 -0.789 -0.174 -0.360
O 17.801780 -4.495240 -26.610940 0.358 -0.300 0.312
C 16.401500 -4.607770 -26.288410 1.252 -0.982 -0.773
C 15.914980 -3.408610 -25.527260 0.536 0.478 0.013
N 16.126390 -2.168660 -26.408640 -2.340 0.256 -0.059
H 17.089790 -1.866810 -26.437510 0.397 -0.040 0.301
H 15.880630 -2.405740 -27.359170 -0.004 -0.655 -0.672
C 15.165570 -1.001470 -26.157190 -0.511 -0.106 -0.480
C 13.652420 -1.319980 -26.592450 1.318 -2.566 1.034
O 13.624500 -2.268230 -27.669290 0.811 0.656 -0.211
C 12.580690 -3.258850 -27.599110 0.052 0.968 -0.683
H 19.381550 -5.788970 -27.388110 0.154 1.092 0.480
H 17.821900 -6.293360 -27.682820 -0.518 -0.112 0.127
H 18.446120 -6.432570 -26.025450 -0.126 0.187 0.116
H 16.191490 -5.560600 -25.802500 0.005 0.319 0.606
H 15.890620 -4.691080 -27.247660 -0.526 0.281 -0.227
H 16.445310 -3.157420 -24.608700 0.278 -0.463 -0.050
H 14.872730 -3.538140 -25.235670 -0.160 0.248 -0.418
H 15.561450 -0.152800 -26.714990 0.060 -0.022 0.117
H 15.196830 -0.820830 -25.082720 -0.117 0.280 -0.083
H 13.022060 -0.437140 -26.698850 0.316 0.122 -0.341
H 13.302050 -1.924460 -25.755820 -0.525 0.472 0.491
H 11.660080 -2.768000 -27.914770 -0.399 -0.023 0.659
H 12.556590 -3.714180 -26.609060 -0.249 -0.032 0.010
H 12.728510 -3.981730 -28.401420 0.611 -0.103 0.241
C 3.194690 1.695910 -24.123370 -0.360 0.384 0.351
O 4.548060 2.015180 -23.761600 -0.698 0.730 0.006
C 4.627490 3.379180 -23.286790 0.402 -1.269 -0.248
C 6.054420 3.908890 -23.446160 0.106 -0.710 -0.335
N 7.217360 2.944330 -23.011200 -1.412 -0.533 -0.712
H 7.965670 3.563280 -22.733650 1.373 0.647 0.271
H 6.987760 2.474500 -22.147110 -0.464 -0.413 0.583
C 7.777970 1.904940 -24.022590 -1.795 1.626 -0.964
C 8.580680 0.776930 -23.476090 -0.477 -0.405 0.996
O 7.651160 -0.189760 -22.952990 -0.452 1.140 -0.913
C 8.249550 -1.063970 -22.055430 0.091 -0.541 -0.127
H 2.452700 1.863710 -23.342730 0.410 -0.439 0.989
H 3.128680 0.657700 -24.448750 0.211 0.269 -0.118
H 2.748800 2.400880 -24.825010 0.677 -0.100 -0.965
H 4.274840 3.427040 -22.256520 0.075 -0.010 0.159
H 3.953510 3.977470 -23.899900 0.127 0.385 -0.012
H 6.174120 4.827040 -22.871030 0.138 -0.171 0.180
H 6.216170 4.181330 -24.489100 0.285 -0.279 0.036
H 8.229930 2.603460 -24.726790 0.717 -0.604 -0.139
H 6.907150 1.486840 -24.527550 -0.110 0.091 0.117
H 9.236940 1.162540 -22.695880 0.268 -0.195 0.181
H 9.163810 0.253510 -24.233780 0.263 0.385 -0.378
H 7.682960 -1.994970 -22.037510 -0.414 0.092 0.209
H 8.231520 -0.583040 -21.077430 0.602 -0.350 0.289
H 9.217080 -1.370660 -22.452820 0.482 0.197 0.563
C 14.501200 -6.894090 -17.657540 2.702 -1.791 2.374
O 13.390870 -6.085700 -17.614470 -1.857 -0.598 -2.238
C 12.462540 -6.569880 -18.653890 -0.277 2.462 0.580
C 12.543940 -5.590540 -19.825140 1.253 -0.498 -0.763
N 12.022970 -4.174640 -19.564460 1.085 -1.125 1.110
H 11.683890 -3.835420 -20.453310 0.090 0.439 -0.855
H 11.191460 -4.292390 -19.003360 -0.350 0.002 0.326
C 12.915590 -3.129250 -18.817340 -0.059 -0.889 -0.709
C 13.694400 -2.277310 -19.821440 0.673 0.026 -1.768
O 14.806870 -2.942300 -20.503760 -0.049 -0.377 1.009
C 15.330180 -2.336630 -21.708650 -2.239 0.647 0.183
H 15.154100 -6.658280 -16.817180 -0.221 0.520 0.337
H 15.263390 -6.942570 -18.435240 -0.825 0.719 -1.218
H 14.263230 -7.928960 -17.411540 -0.397 -0.258 -0.304
H 11.453860 -6.514510 -18.244500 -0.120 -0.068 0.373
H 12.593290 -7.597370 -18.993420 0.592 0.087 0.154
H 12.108590 -5.970790 -20.749250 -0.789 0.261 0.336
H 13.579600 -5.537450 -20.160820 0.262 0.501 0.352
H 13.516050 -3.644230 -18.067450 0.051 -0.260 -0.353
H 12.151280 -2.580280 -18.267290 0.389 0.651 -0.187
H 14.057050 -1.333910 -19.413300 0.000 -0.101 0.622
H 12.976540 -1.977600 -20.584960 -0.253 0.098 -0.293
H 15.339400 -1.248520 -21.645160 0.564 0.284 0.496
H 14.561200 -2.458350 -22.471510 0.024 -0.486 -0.467
H 16.281010 -2.722230 -22.076540 -0.122 -0.367 0.789
C 8.773710 -7.047200 -27.445710 -0.629 -0.286 -1.694
O 9.994180 -7.586260 -27.008940 0.727 1.426 1.285
C 10.833920 -6.475390 -26.569600 -0.675 -0.831 0.132
C 11.773620 -6.874020 -25.461500 -0.081 0.124 1.020
N 11.015940 -7.531890 -24.299560 0.061 0.404 0.021
H 10.281180 -6.895270 -24.025800 -0.805 0.205 -0.272
H 10.625340 -8.401930 -24.632050 -0.431 -0.287 -0.100
C 11.748150 -7.749720 -22.993600 0.446 0.463 -0.385
C 10.747540 -8.033110 -21.798050 2.188 -0.818 -0.470
O 9.831060 -7.021460 -21.644070 -0.752 1.608 -0.231
C 8.889290 -7.070940 -20.569630 -1.268 -0.837 -1.032
H 8.165920 -6.515700 -26.713460 0.294 0.041 0.454
H 8.153390 -7.820880 -27.898170 0.145 -0.374 0.380
H 8.956940 -6.391690 -28.297080 0.025 0.475 0.050
H 10.270770 -5.642500 -26.148570 -0.811 -0.124 0.034
H 11.347780 -5.990060 -27.399370 0.394 -0.469 -0.193
H 12.041980 -5.931970 -24.983340 0.977 -0.103 -0.352
H 12.615400 -7.519900 -25.711220 -0.030 0.226 0.065
H 12.413730 -6.896050 -22.865720 -0.563 0.580 0.320
H 12.539020 -8.448430 -23.266420 -0.385 -0.962 0.799
H 11.357890 -8.078630 -20.896110 0.372 -0.339 0.018
H 10.338710 -9.033270 -21.941660 -0.556 -0.105 -0.004
H 8.130090 -6.304080 -20.723360 0.547 0.567 -0.174
H 9.205110 -7.030320 -19.527180 0.845 -0.030 -0.189
H 8.262880 -7.950030 -20.720970 0.212 -0.503 0.382
C 13.027440 0.514970 -22.933580 -0.700 0.361 1.147
O 14.337250 1.039880 -22.591660 0.162 -1.172 -1.427
C 14.416760 1.511970 -21.294490 0.319 0.861 1.207
C 15.879150 1.706460 -20.753980 -0.268 -0.670 -0.767
N 16.617270 2.809520 -21.473360 0.884 -0.921 -0.038
H 16.090100 3.657290 -21.320110 -0.402 0.648 -0.970
H 17.468240 2.959790 -20.950520 0.374 0.224 0.388
C 17.118950 2.450530 -22.886080 -0.400 1.182 -0.266
C 17.583930 3.700190 -23.714020 -0.941 0.175 0.247
O 16.547040 4.695400 -23.727320 0.650 -0.918 0.962
C 17.079510 5.987150 -23.944010 0.076 0.734 -1.448
H 12.245660 1.242190 -22.714320 0.116 0.588 -0.339
H 12.699660 -0.296680 -22.284060 0.655 -0.448 0.126
H 12.889930 0.170650 -23.958590 0.806 0.284 -0.019
H 13.884390 0.856540 -20.605220 0.063 -0.159 0.258
H 13.902090 2.472180 -21.259700 -0.118 0.313 0.304
H 16.467890 0.791920 -20.825440 0.013 -0.061 -0.583
H 16.015820 1.946560 -19.699570 -1.002 0.220 0.089
H 16.288860 1.903710 -23.333340 0.147 0.217 -0.192
H 17.959200 1.783070 -22.694800 -0.061 -0.031 -0.172
H 17.818280 3.435450 -24.745080 -0.213 -0.592 -0.113
H 18.529450 4.124780 -23.376660 0.000 0.008 0.680
H 16.270640 6.690620 -24.141400 -0.187 -0.171 0.653
H 17.612390 6.022030 -24.894230 0.320 -0.277 -0.187
H 17.784310 6.363650 -23.202650 -0.265 -0.243 0.479
C 7.765380 -4.658150 -23.642490 0.198 0.469 0.282
O 6.681890 -5.350650 -22.976840 -0.412 0.544 -0.405
C 5.415080 -5.153680 -23.630230 0.528 0.419 -0.427
C 4.310200 -5.690060 -22.763720 0.701 -1.313 -0.184
N 4.582780 -7.191600 -22.618090 -1.205 0.210 2.788
H 4.032620 -7.664100 -23.321070 0.208 -0.359 -0.362
H 5.570050 -7.367940 -22.737700 0.572 -0.284 0.130
C 4.069120 -7.761340 -21.224350 1.310 -0.352 -0.412
C 4.678560 -9.158480 -20.862880 -1.560 1.033 -0.636
O 6.063290 -9.098720 -21.058660 0.811 -0.589 -0.641
C 6.750170 -10.380140 -21.130030 -0.872 -1.013 0.867
H 7.490040 -3.647470 -23.943840 -0.481 -0.103 -0.341
H 8.187360 -5.202660 -24.487210 -0.386 -0.179 -0.157
H 8.607980 -4.441640 -22.985800 -0.273 -0.666 0.538
H 5.431760 -5.632400 -24.609340 -0.054 -0.304 -0.185
H 5.176830 -4.112640 -23.848360 0.331 0.318 0.239
H 3.326830 -5.694350 -23.233910 0.075 0.824 0.170
H 4.361470 -5.219190 -21.782010 -0.310 -0.194 -0.058
H 2.982370 -7.715090 -21.294530 0.107 -0.353 0.106
H 4.390670 -7.176420 -20.362630 0.146 0.996 -0.780
H 4.086060 -9.887720 -21.415380 0.739 -0.652 -0.325
H 4.373560 -9.257280 -19.821100 0.308 -0.354 0.276
H 6.590010 -10.954620 -20.217660 -0.321 0.193 0.329
H 7.838650 -10.381500 -21.187610 -0.118 1.169 -0.360
H 6.370350 -11.043060 -21.907450 -0.154 0.431 -0.409
B 11.473860 -3.559340 -23.372190 0.640 1.544 -0.636
F 11.346840 -4.334960 -22.209950 -0.269 -0.610 -0.051
F 12.708670 -3.771630 -24.003260 0.284 -0.140 0.322
F 10.509420 -3.762350 -24.350040 -0.774 -0.817 0.051
F 11.370560 -2.214460 -22.955360 0.198 0.133 0.190
B 15.165980 -7.148650 -23.752560 0.540 -0.505 1.018
F 14.778330 -7.270860 -22.387370 -0.003 -0.298 0.200
F 14.296330 -6.258950 -24.306500 -1.641 1.678 -1.084
F 16.434230 -6.636190 -23.867290 1.090 0.305 0.166
F 15.061930 -8.340650 -24.429740 -0.285 -0.971 -0.157